# 1
Molecular formula: C39H36BClCsN8PS3
Method: DFT, ωB97M-V/def2-TZVPD

Geometry (Å):
Cs (-0.191, -0.760, 0.376)
C (-2.717, 2.877, 1.346)
N (-3.365, 1.633, 0.998)
C (-4.236, 1.444, -0.061)
C (-4.617, 0.152, -0.013)
N (-3.997, -0.447, 1.059)
B (-4.274, -1.918, 1.509)
N (-2.978, -2.784, 1.412)
C (-2.396, -3.391, 2.504)
C (-1.390, -4.176, 2.073)
N (-1.354, -4.044, 0.694)
C (-0.442, -4.725, -0.197)
C (-2.337, -3.180, 0.296)
S (-2.568, -2.652, -1.299)
C (-3.228, 0.464, 1.682)
S (-2.214, 0.237, 3.043)
H (-3.154, 3.671, 0.743)
H (-1.644, 2.827, 1.160)
H (-2.875, 3.095, 2.402)
H (-4.488, 2.239, -0.739)
H (-5.265, -0.413, -0.658)
H (-5.111, -2.360, 0.765)
H (-4.609, -1.924, 2.666)
H (-2.758, -3.195, 3.497)
H (-0.709, -4.817, 2.604)
H (-0.145, -5.669, 0.257)
H (0.452, -4.129, -0.395)
H (-0.947, -4.906, -1.143)
Cl (0.499, -2.476, -2.994)
C (1.935, -2.371, -3.955)
C (2.097, -3.263, -5.003)
C (3.230, -3.178, -5.796)
C (4.181, -2.202, -5.541)
C (3.999, -1.313, -4.494)
C (2.871, -1.384, -3.679)
P (2.583, -0.300, -2.235)
C (1.326, 0.869, -2.858)
C (0.805, 0.856, -4.147)
C (-0.174, 1.772, -4.514)
C (-0.634, 2.708, -3.601)
C (-0.119, 2.724, -2.310)
C (0.849, 1.805, -1.938)
C (4.100, 0.724, -2.215)
C (4.192, 2.012, -2.734)
C (5.375, 2.730, -2.622)
C (6.479, 2.168, -1.998)
C (6.400, 0.883, -1.478)
C (5.213, 0.173, -1.578)
H (1.337, -4.010, -5.187)
H (3.367, -3.873, -6.613)
H (5.064, -2.129, -6.162)
H (4.743, -0.549, -4.302)
H (1.152, 0.130, -4.871)
H (-0.578, 1.746, -5.518)
H (-1.401, 3.415, -3.887)
H (-0.479, 3.451, -1.593)
H (1.234, 1.819, -0.923)
H (3.335, 2.456, -3.226)
H (5.434, 3.732, -3.028)
H (7.399, 2.732, -1.914)
H (7.256, 0.438, -0.988)
H (5.153, -0.831, -1.168)
S (4.248, 1.133, 2.121)
C (3.485, 0.993, 3.648)
C (2.564, -0.004, 3.604)
N (2.440, -0.641, 2.396)
C (3.272, -0.134, 1.537)
H (3.751, 1.619, 4.483)
H (1.942, -0.310, 4.433)
H (3.339, -0.464, 0.512)
N (-0.866, 4.740, 9.590)
C (-0.572, 4.535, 8.498)
C (-0.201, 4.277, 7.134)
C (-0.945, 3.389, 6.360)
C (-0.592, 3.146, 5.046)
C (0.524, 3.782, 4.510)
C (1.275, 4.664, 5.279)
C (0.908, 4.918, 6.588)
N (0.901, 3.519, 3.173)
C (1.541, 4.362, 2.284)
C (1.636, 3.664, 1.121)
N (1.078, 2.412, 1.269)
C (0.657, 2.361, 2.505)
H (-1.810, 2.898, 6.785)
H (-1.189, 2.473, 4.439)
H (2.153, 5.136, 4.860)
H (1.485, 5.602, 7.194)
H (1.835, 5.361, 2.551)
H (2.069, 3.990, 0.190)
H (0.133, 1.530, 2.953)

Properties
energy relative to the best compared isomer or geometry (same formula, charge and spin) = 0.093 eV
2S+1 = 1
highest occupied orbital energy = -7.006 eV
charge = 0
electronic energy = -108493.448 eV

---

# 2
Molecular formula: H14O7
Method: DFT, ωB97M-V/def2-TZVPD

Geometry (Å):
O (0.658, -1.520, -1.209)
H (1.083, -1.499, -0.331)
H (-0.229, -1.909, -0.997)
O (-1.008, 1.960, 0.130)
H (-0.738, 1.579, -0.750)
H (-1.453, 2.851, -0.083)
O (1.780, 1.773, 0.378)
H (1.634, 1.604, -0.580)
H (0.888, 2.115, 0.609)
O (1.343, -0.721, 1.314)
H (2.022, -1.020, 1.941)
H (1.651, 0.186, 0.992)
O (-1.424, -0.395, 1.668)
H (-1.403, 0.461, 1.210)
H (-0.475, -0.592, 1.757)
O (0.450, 0.948, -1.877)
H (0.520, -0.033, -1.640)
H (0.481, 0.935, -2.851)
O (-1.761, -2.197, -0.267)
H (-2.499, -1.902, -0.841)
H (-1.784, -1.566, 0.478)

Properties
energy relative to the best compared isomer or geometry (same formula, charge and spin) = 0.138 eV
2S+1 = 1
highest occupied orbital energy = -11.099 eV
charge = 0
electronic energy = -14561.324 eV

---

# 3
Molecular formula: C23H20ClFPV
Method: DFT, ωB97M-V/def2-TZVPD

Geometry (Å):
C (-0.952, -1.132, 4.256)
C (-0.931, -1.614, 2.907)
C (0.447, -1.907, 2.561)
H (-1.823, -1.783, 2.311)
C (1.252, -1.585, 3.700)
C (0.402, -1.045, 4.716)
H (0.722, -0.694, 5.692)
H (-1.845, -0.909, 4.847)
H (0.816, -2.405, 1.668)
H (2.315, -1.777, 3.802)
V (0.232, 0.257, 2.896)
Cl (2.386, 0.969, 2.860)
P (0.073, 0.243, 0.301)
C (1.145, -0.842, -0.723)
C (0.688, -1.458, -1.898)
H (-0.364, -1.405, -2.167)
C (1.576, -2.124, -2.749)
H (1.196, -2.573, -3.668)
C (2.931, -2.188, -2.421)
H (3.625, -2.695, -3.092)
C (3.395, -1.588, -1.244)
H (4.456, -1.622, -0.996)
C (2.508, -0.928, -0.393)
H (2.862, -0.453, 0.522)
C (-1.554, -0.162, -0.475)
C (-2.171, -1.380, -0.148)
H (-1.669, -2.086, 0.509)
C (-3.404, -1.723, -0.694)
H (-3.886, -2.643, -0.369)
C (-3.983, -0.907, -1.672)
H (-4.923, -1.199, -2.137)
C (-3.333, 0.259, -2.077)
H (-3.740, 0.882, -2.873)
C (-2.131, 0.642, -1.467)
H (-1.631, 1.554, -1.787)
C (0.428, 1.858, -0.496)
C (1.084, 1.962, -1.731)
H (1.491, 1.074, -2.210)
C (1.201, 3.201, -2.369)
H (1.697, 3.256, -3.338)
C (0.674, 4.346, -1.767)
H (0.755, 5.310, -2.267)
C (0.033, 4.250, -0.527)
H (-0.395, 5.135, -0.056)
C (-0.076, 3.020, 0.113)
H (-0.565, 2.947, 1.085)
F (-1.012, 1.657, 3.066)

Properties
2S+1 = 3
highest occupied orbital energy (alpha / beta) = -8.396 / -9.079 eV
charge = 0
electronic energy = -74394.675 eV

---

# 4
Molecular formula: C8H13NO
Method: DFT, ωB97M-V/def2-TZVPD

Geometry (Å):
C (-0.752, 0.099, 2.677)
C (-0.656, 0.572, 1.431)
C (-1.424, 1.781, 0.978)
C (0.497, -0.021, 0.323)
C (1.765, 0.756, 0.241)
C (0.396, -1.525, 0.214)
C (-0.354, -0.596, -0.706)
C (0.338, -0.507, -2.264)
N (-0.030, -1.536, -3.076)
O (1.005, 0.429, -2.675)
H (-1.367, 0.585, 3.431)
H (-0.194, -0.772, 3.007)
H (-0.781, 2.469, 0.420)
H (-1.836, 2.345, 1.823)
H (-2.260, 1.491, 0.335)
H (1.752, 1.487, -0.575)
H (2.639, 0.114, 0.098)
H (1.935, 1.353, 1.143)
H (1.235, -2.079, -0.191)
H (-0.153, -2.070, 0.973)
H (-1.429, -0.546, -0.814)
H (-0.575, -2.315, -2.742)
H (0.248, -1.515, -4.050)

Properties
energy relative to the best compared isomer or geometry (same formula, charge and spin) = 1.907 eV
2S+1 = 1
highest occupied orbital energy = -9.220 eV
charge = 0
electronic energy = -12042.648 eV

---

Number 2 is which compound?
H14O7

---

Look up the 2S+1 of the fourth one.
1

---

Please write out number 4 again, unchanged.
Molecular formula: C8H13NO
Method: DFT, ωB97M-V/def2-TZVPD

Geometry (Å):
C (-0.752, 0.099, 2.677)
C (-0.656, 0.572, 1.431)
C (-1.424, 1.781, 0.978)
C (0.497, -0.021, 0.323)
C (1.765, 0.756, 0.241)
C (0.396, -1.525, 0.214)
C (-0.354, -0.596, -0.706)
C (0.338, -0.507, -2.264)
N (-0.030, -1.536, -3.076)
O (1.005, 0.429, -2.675)
H (-1.367, 0.585, 3.431)
H (-0.194, -0.772, 3.007)
H (-0.781, 2.469, 0.420)
H (-1.836, 2.345, 1.823)
H (-2.260, 1.491, 0.335)
H (1.752, 1.487, -0.575)
H (2.639, 0.114, 0.098)
H (1.935, 1.353, 1.143)
H (1.235, -2.079, -0.191)
H (-0.153, -2.070, 0.973)
H (-1.429, -0.546, -0.814)
H (-0.575, -2.315, -2.742)
H (0.248, -1.515, -4.050)

Properties
energy relative to the best compared isomer or geometry (same formula, charge and spin) = 1.907 eV
2S+1 = 1
highest occupied orbital energy = -9.220 eV
charge = 0
electronic energy = -12042.648 eV